ORCA calculation (wB97M-V/def2-TZVPD) on 15 unconnected molecules or ions with the total composition C95H213N7O23.

Cartesian coordinates (Å):
C1 -15.859 -1.753 -27.351
O1 -17.101 -1.612 -26.648
C2 -18.330 -1.959 -27.383
C3 -18.595 -1.494 -28.839
O2 -19.692 -2.198 -29.406
C4 -19.737 -2.322 -30.806
H1 -15.146 -1.382 -26.614
H2 -15.840 -1.041 -28.176
H3 -15.653 -2.802 -27.561
H4 -19.187 -1.743 -26.744
H5 -18.073 -3.018 -27.372
H6 -17.628 -1.832 -29.211
H7 -18.735 -0.414 -28.847
H8 -19.122 -3.204 -30.985
H9 -19.358 -1.474 -31.376
H10 -20.665 -2.656 -31.270
C5 -25.437 1.563 -38.498
O3 -26.069 2.297 -37.451
C6 -27.297 2.982 -37.705
C7 -27.960 3.601 -36.385
O4 -29.272 3.909 -36.802
C8 -30.308 2.861 -36.483
H11 -24.693 0.845 -38.153
H12 -25.169 2.110 -39.402
H13 -26.115 0.768 -38.809
H14 -27.942 2.186 -38.078
H15 -27.109 3.726 -38.479
H16 -27.282 4.436 -36.209
H17 -27.849 3.203 -35.376
H18 -30.376 2.421 -35.488
H19 -30.081 1.966 -37.063
H20 -31.275 3.152 -36.892
C9 -24.616 3.120 -30.940
O5 -25.945 2.788 -30.634
C10 -26.412 1.848 -31.711
C11 -27.768 1.210 -31.533
O6 -27.668 0.413 -30.323
C12 -28.661 -0.628 -30.414
H21 -24.316 3.721 -30.082
H22 -24.479 3.629 -31.894
H23 -23.841 2.358 -31.029
H24 -25.579 1.149 -31.792
H25 -26.442 2.332 -32.687
H26 -28.024 0.638 -32.425
H27 -28.693 1.754 -31.345
H28 -29.631 -0.256 -30.745
H29 -28.952 -0.912 -29.403
H30 -28.351 -1.495 -30.997
C13 -23.411 -5.579 -37.003
O7 -22.383 -6.248 -36.263
C14 -22.246 -5.808 -34.923
C15 -21.765 -4.309 -34.841
O8 -22.785 -3.405 -35.131
C16 -22.197 -2.131 -35.113
H31 -24.379 -5.704 -36.520
H32 -23.421 -6.065 -37.979
H33 -23.164 -4.533 -37.185
H34 -21.464 -6.400 -34.447
H35 -23.019 -5.955 -34.169
H36 -20.948 -4.168 -35.548
H37 -21.241 -4.174 -33.894
H38 -21.796 -1.869 -34.134
H39 -22.997 -1.400 -35.228
H40 -21.523 -1.880 -35.933
C17 -16.196 -5.015 -35.676
O9 -15.240 -4.372 -36.573
C18 -14.381 -3.420 -35.914
C19 -15.064 -2.307 -35.085
O10 -15.629 -2.827 -33.874
C20 -16.104 -1.966 -32.887
H41 -17.096 -4.410 -35.565
H42 -15.887 -5.194 -34.646
H43 -16.518 -5.995 -36.027
H44 -13.689 -3.012 -36.651
H45 -13.725 -3.922 -35.203
H46 -15.853 -1.924 -35.733
H47 -14.337 -1.500 -34.995
H48 -16.476 -2.527 -32.029
H49 -16.959 -1.346 -33.158
H50 -15.313 -1.358 -32.448
C21 -24.184 -1.865 -32.488
O11 -23.448 -0.783 -31.954
C22 -23.303 -0.748 -30.461
C23 -24.699 -0.639 -29.644
O12 -24.772 -1.438 -28.437
C24 -23.920 -1.165 -27.340
H51 -25.187 -1.880 -32.062
H52 -23.666 -2.821 -32.414
H53 -24.539 -1.581 -33.478
H54 -22.499 -0.103 -30.108
H55 -22.943 -1.765 -30.302
H56 -25.582 -0.889 -30.232
H57 -24.866 0.430 -29.510
H58 -23.913 -2.006 -26.647
H59 -24.279 -0.367 -26.691
H60 -22.891 -0.963 -27.640
C25 -23.461 3.586 -27.017
O13 -23.422 2.219 -26.727
C26 -22.196 1.708 -26.273
C27 -21.080 1.897 -27.301
O14 -19.934 1.168 -26.928
C28 -19.254 1.691 -25.858
H61 -22.856 3.892 -27.871
H62 -22.991 4.170 -26.225
H63 -24.456 3.895 -27.336
H64 -22.180 0.632 -26.104
H65 -21.955 2.153 -25.307
H66 -20.690 2.900 -27.472
H67 -21.507 1.398 -28.171
H68 -19.146 0.897 -25.119
H69 -19.534 2.611 -25.345
H70 -18.198 1.783 -26.110
C29 -20.244 3.352 -39.527
O15 -20.145 1.964 -39.022
C30 -21.439 1.177 -39.093
C31 -20.925 -0.320 -39.142
O16 -22.037 -1.262 -39.002
C32 -21.553 -2.641 -38.874
H71 -20.843 3.414 -40.435
H72 -19.317 3.832 -39.840
H73 -20.680 3.932 -38.713
H74 -22.016 1.316 -40.007
H75 -22.206 1.348 -38.338
H76 -20.317 -0.446 -38.246
H77 -20.252 -0.469 -39.986
H78 -20.881 -2.904 -39.692
H79 -22.425 -3.240 -39.135
H80 -21.158 -2.725 -37.862
C33 -26.006 4.408 -42.472
C34 -25.734 5.889 -42.515
C35 -27.025 6.698 -42.186
C36 -27.208 6.962 -40.713
C37 -25.933 7.566 -39.994
C38 -24.773 6.516 -40.113
N1 -24.593 6.304 -41.604
O17 -23.410 5.646 -41.977
C39 -23.490 7.218 -39.559
C40 -25.140 5.209 -39.349
C41 -25.302 6.276 -43.962
H81 -26.323 3.882 -43.372
H82 -26.727 3.945 -41.798
H83 -25.042 3.940 -42.273
H84 -27.270 7.568 -42.795
H85 -27.888 6.146 -42.558
H86 -27.616 6.057 -40.261
H87 -28.049 7.646 -40.599
H88 -26.243 7.726 -38.961
H89 -25.557 8.440 -40.527
H90 -22.560 7.094 -40.114
H91 -23.577 8.304 -39.597
H92 -23.188 6.685 -38.657
H93 -25.301 5.206 -38.271
H94 -26.003 4.795 -39.871
H95 -24.397 4.426 -39.500
H96 -25.161 7.355 -43.905
H97 -26.137 6.012 -44.611
H98 -24.387 5.771 -44.271
H99 -22.973 6.384 -42.409
C42 -31.112 5.759 -31.493
C43 -30.034 5.237 -32.401
C44 -30.310 5.518 -33.970
C45 -30.096 7.058 -34.235
C46 -28.619 7.395 -34.151
C47 -28.283 7.202 -32.681
N2 -28.728 5.885 -32.121
O18 -28.202 5.733 -30.778
C48 -26.698 7.201 -32.654
C49 -28.830 8.447 -31.858
C50 -29.948 3.737 -32.286
H100 -31.445 6.794 -31.576
H101 -30.782 5.723 -30.455
H102 -31.947 5.073 -31.637
H103 -29.767 4.851 -34.640
H104 -31.336 5.376 -34.310
H105 -30.586 7.651 -33.463
H106 -30.566 7.354 -35.173
H107 -28.416 8.454 -34.311
H108 -27.992 6.774 -34.791
H109 -26.354 8.126 -33.116
H110 -26.192 7.009 -31.707
H111 -26.352 6.466 -33.381
H112 -28.473 9.459 -32.046
H113 -29.914 8.552 -31.813
H114 -28.640 8.234 -30.806
H115 -30.016 3.507 -31.222
H116 -28.981 3.497 -32.728
H117 -30.664 3.255 -32.952
H118 -27.599 5.000 -30.924
C51 -19.634 12.755 -39.335
C52 -19.234 11.541 -38.351
C53 -18.481 12.222 -37.089
C54 -18.402 11.271 -35.872
C55 -19.780 10.700 -35.571
C56 -20.691 10.098 -36.702
N3 -20.557 10.844 -37.989
O19 -21.224 10.252 -39.084
C57 -20.308 8.594 -36.862
C58 -22.142 10.230 -36.277
C59 -18.266 10.542 -39.010
H119 -19.974 12.316 -40.273
H120 -18.800 13.440 -39.489
H121 -20.553 13.115 -38.872
H122 -17.469 12.413 -37.446
H123 -18.854 13.231 -36.911
H124 -18.049 11.962 -35.107
H125 -17.675 10.467 -35.979
H126 -20.387 11.489 -35.127
H127 -19.519 10.080 -34.714
H128 -19.468 8.401 -37.529
H129 -20.310 8.079 -35.902
H130 -21.123 8.207 -37.474
H131 -22.840 9.774 -36.979
H132 -22.398 9.703 -35.358
H133 -22.372 11.294 -36.217
H134 -17.667 9.870 -38.395
H135 -17.521 11.027 -39.640
H136 -18.839 9.933 -39.709
H137 -22.032 10.749 -38.938
C60 -21.443 5.357 -36.008
C61 -22.134 5.169 -34.590
C62 -23.569 4.550 -34.887
C63 -23.637 3.121 -35.398
C64 -22.847 2.157 -34.472
C65 -21.347 2.640 -34.157
N4 -21.478 4.083 -33.714
O20 -20.235 4.546 -33.154
C66 -20.861 1.643 -33.018
C67 -20.568 2.399 -35.421
C68 -22.295 6.403 -33.755
H138 -21.978 6.075 -36.629
H139 -21.285 4.450 -36.593
H140 -20.437 5.773 -35.964
H141 -24.128 4.685 -33.961
H142 -24.074 5.033 -35.724
H143 -23.221 3.165 -36.404
H144 -24.705 2.913 -35.467
H145 -22.840 1.175 -34.945
H146 -23.477 1.994 -33.598
H147 -19.803 1.842 -32.846
H148 -21.504 1.661 -32.138
H149 -20.980 0.598 -33.305
H150 -19.888 3.238 -35.570
H151 -19.898 1.541 -35.359
H152 -21.137 2.291 -36.344
H153 -21.269 6.733 -33.593
H154 -22.774 6.234 -32.791
H155 -22.710 7.286 -34.242
H156 -20.510 4.817 -32.276
C69 -15.464 2.015 -27.511
C70 -15.473 2.811 -28.839
C71 -17.035 3.063 -29.064
C72 -17.346 4.130 -30.249
C73 -16.465 5.419 -30.011
C74 -14.926 5.231 -29.772
N5 -14.741 4.105 -28.826
O21 -13.482 4.023 -28.238
C75 -14.335 4.668 -31.150
C76 -14.313 6.536 -29.309
C77 -15.040 1.788 -29.912
H157 -16.226 1.243 -27.615
H158 -15.884 2.732 -26.806
H159 -14.482 1.727 -27.134
H160 -17.559 2.193 -29.458
H161 -17.613 3.257 -28.161
H162 -18.383 4.434 -30.108
H163 -17.232 3.786 -31.277
H164 -16.870 5.877 -29.109
H165 -16.480 6.234 -30.735
H166 -13.857 5.471 -31.712
H167 -13.564 3.912 -31.003
H168 -15.092 4.166 -31.753
H169 -14.604 7.313 -30.015
H170 -14.719 7.001 -28.410
H171 -13.249 6.360 -29.147
H172 -15.294 0.768 -29.626
H173 -13.962 1.631 -29.940
H174 -15.525 1.914 -30.880
H175 -13.504 4.512 -27.413
C78 -20.881 7.807 -28.143
C79 -22.047 8.642 -27.597
C80 -22.080 10.084 -28.340
C81 -22.462 10.011 -29.802
C82 -23.859 9.483 -29.896
C83 -24.204 8.184 -29.102
N6 -23.390 8.027 -27.836
O22 -23.442 6.819 -27.227
C84 -25.696 8.263 -28.600
C85 -24.065 6.905 -29.994
C86 -21.856 8.955 -26.022
H176 -19.897 8.274 -28.109
H177 -21.023 7.693 -29.218
H178 -20.776 6.868 -27.599
H179 -22.738 10.855 -27.940
H180 -21.156 10.656 -28.266
H181 -21.818 9.335 -30.364
H182 -22.442 10.981 -30.298
H183 -24.065 9.272 -30.945
H184 -24.589 10.249 -29.633
H185 -26.326 8.394 -29.479
H186 -26.000 7.418 -27.981
H187 -25.942 9.126 -27.982
H188 -24.872 6.179 -29.890
H189 -24.124 7.078 -31.068
H190 -23.063 6.490 -29.889
H191 -21.903 8.025 -25.456
H192 -22.651 9.616 -25.677
H193 -20.887 9.412 -25.821
H194 -24.021 6.904 -26.466
C87 -16.656 7.413 -36.363
C88 -16.383 6.013 -35.912
C89 -17.535 5.051 -36.246
C90 -17.197 3.492 -36.164
C91 -15.881 3.172 -36.981
C92 -14.653 4.023 -36.479
N7 -15.125 5.493 -36.641
O23 -14.126 6.300 -36.301
C93 -14.147 3.630 -35.065
C94 -13.465 3.833 -37.450
C95 -16.280 6.038 -34.281
H195 -15.893 8.104 -36.003
H196 -17.581 7.880 -36.026
H197 -16.682 7.478 -37.451
H198 -18.399 5.270 -35.620
H199 -17.864 5.322 -37.250
H200 -18.047 2.926 -36.545
H201 -17.129 3.193 -35.118
H202 -15.976 3.433 -38.035
H203 -15.671 2.104 -37.044
H204 -13.627 2.674 -34.995
H205 -13.458 4.390 -34.699
H206 -14.897 3.575 -34.277
H207 -12.540 4.190 -36.997
H208 -13.201 2.787 -37.605
H209 -13.434 4.488 -38.320
H210 -15.272 6.297 -33.958
H211 -16.416 5.103 -33.736
H212 -16.719 6.881 -33.748
H213 -13.916 6.761 -37.117

## Properties
HOMO-LUMO gap = 8.099 eV
E_HOMO = -7.77 eV
strongest force on any atom = 4.122 eV Å⁻¹
E_tot = -159461.9166 eV
spin multiplicity = 1